Version P
DFT (ωB97M-V with the def2-TZVPD basis set) results for C2H2FP as an isolated structure.

Properties
E_LUMO (spin up / spin down)   -1.433 / -1.755 eV
Highest occupied orbital energy (spin up / spin down)   -9.35 / -9.14 eV
Frontier orbital gap (spin up / spin down)   7.918 / 7.388 eV

Last column: natural (NBO) charge in e.
Geometry (Å):
C (-1.2223, -0.2449, 0.3686)  0.05
C (-0.0143, -1.3977, -0.8076)  -0.33
F (-2.0032, 0.7527, -0.0676)  -0.32
P (0.5248, -0.0709, 0.1749)  0.67
H (1.7287, -0.2325, 0.8104)  -0.03
H (0.9863, 1.1934, -0.4787)  -0.03

Version Q
DFT (ωB97M-V with the def2-TZVPD basis set) results for one molecule with the formula C2H2FP.

Properties
E_LUMO (spin up / spin down)   -1.184 / -1.184 eV
Highest occupied orbital energy (spin up / spin down)   -9.13 / -9.13 eV
Frontier orbital gap (spin up / spin down)   7.950 / 7.949 eV

Last column: natural (NBO) charge in e.
Geometry (Å):
C (-1.7461, -0.0566, -0.4403)  0.41
C (-0.3164, -0.1986, 0.1060)  -0.51
F (-2.8652, -0.1109, 0.2034)  -0.30
P (1.2080, 0.3351, -0.4168)  0.43
H (2.1935, -0.8595, -0.2065)  -0.02
H (1.5262, 0.8905, 0.7541)  -0.02

Q: Which of them is the least stable? A: version P.

Version P
DFT (ωB97M-V with the def2-TZVPD basis set) results for a 2-piece molecular cluster, C6H11N3O overall.

Properties
E_LUMO   0.486 eV
Highest occupied orbital energy   -8.50 eV
Frontier orbital gap   8.986 eV

Last column: natural (NBO) charge in e.
Geometry (Å):
C (-1.1375, 0.8886, 0.0379)  -0.36
C (0.8300, -1.8357, -0.6970)  -0.40
C (-1.7620, -0.3713, 0.5987)  -0.61
C (-2.1538, 1.9481, -0.3291)  -0.58
N (1.6970, -0.7672, -0.2249)  -0.35
C (0.0653, 1.2716, 0.4611)  0.73
N (2.0953, -0.7293, 1.1329)  -0.62
C (2.4173, -0.0874, -1.1676)  0.39
O (0.8640, 2.0478, 0.8504)  -0.48
N (3.3143, 0.1213, -1.8718)  -0.35
H (3.0966, -0.8882, 1.2383)  0.35
H (2.0638, 0.2152, 1.5209)  0.36
H (0.4276, -2.4161, 0.1305)  0.23
H (1.3764, -2.4479, -1.4120)  0.20
H (0.0335, -1.3891, -1.2966)  0.21
H (-2.8043, -0.2322, 0.8952)  0.22
H (-1.8704, -1.1897, -0.1096)  0.21
H (-1.6983, 2.9101, -0.5487)  0.22
H (-2.7583, 1.5862, -1.1625)  0.21
H (-2.8650, 2.1202, 0.4819)  0.21
H (-1.2317, -0.7552, 1.4718)  0.22

Version Q
DFT (ωB97M-V with the def2-TZVPD basis set) results for one molecule with the formula C6H11N3O.

Properties
E_LUMO   0.545 eV
Highest occupied orbital energy   -9.10 eV
Frontier orbital gap   9.646 eV

Last column: natural (NBO) charge in e.
Geometry (Å):
C (0.9111, -1.0449, 2.2228)  0.38
C (0.5218, -1.8880, 3.0997)  -0.60
C (-0.8362, -0.5166, 0.0690)  -0.64
C (0.0118, 1.7949, -0.6192)  -0.63
C (0.7942, -0.2483, -1.9147)  -0.61
C (0.3491, 0.3179, -0.4820)  0.13
N (1.5694, -0.1731, 1.6699)  -0.27
N (2.6133, 0.9416, -0.0080)  0.23
N (1.5003, 0.3392, 0.4533)  -0.12
O (3.6026, 0.8529, 0.7220)  -0.36
H (0.8989, -2.8434, 3.0312)  0.24
H (-0.1401, -1.5244, 3.8885)  0.24
H (-1.1774, -0.1785, 1.1271)  0.22
H (-1.5659, -0.2195, -0.7568)  0.23
H (-0.7089, -1.5869, 0.2858)  0.24
H (0.0504, 2.1620, 0.4130)  0.22
H (-0.9150, 2.0082, -1.1410)  0.21
H (0.6329, 2.3215, -1.2949)  0.23
H (0.2443, 0.4678, -2.5624)  0.21
H (1.8419, -0.0028, -2.0064)  0.23
H (0.6633, -1.2198, -2.1581)  0.21

Q: Which of them is the least stable? A: version Q.

Version P
DFT (ωB97M-V with the def2-TZVPD basis set) results for a 2-piece molecular cluster, CH3NO2P2 overall.

Properties
E_LUMO   -1.396 eV
Highest occupied orbital energy   -9.67 eV
Frontier orbital gap   8.270 eV

Last column: natural (NBO) charge in e.
Geometry (Å):
C (-1.3073, -1.4176, 0.6042)  -0.09
N (-1.8146, -2.3987, 0.8930)  -0.31
O (2.2414, -0.4679, 0.0137)  -0.98
O (-1.7605, 0.7521, -0.6689)  -1.01
P (3.1142, 0.6656, -0.0797)  1.18
P (-0.4179, -0.1387, -0.3478)  0.92
H (2.1965, 1.6523, 0.2624)  -0.20
H (-2.2329, 0.7307, -1.5222)  0.51
H (-0.0189, 0.6223, 0.8453)  -0.05

Version Q
DFT (ωB97M-V with the def2-TZVPD basis set) results for one molecule with the formula CH3NO2P2.

Properties
E_LUMO   -0.982 eV
Highest occupied orbital energy   -8.43 eV
Frontier orbital gap   7.444 eV

Last column: natural (NBO) charge in e.
Geometry (Å):
C (-0.5023, 0.5077, -0.2690)  -0.31
N (-0.2142, 1.6936, -0.0218)  -0.65
O (-2.7572, -0.7791, 0.8376)  -0.97
O (1.9614, -0.4701, 0.1035)  -0.98
P (-2.5869, 0.1728, -0.2452)  1.28
P (0.5465, -0.9812, -0.5703)  0.81
H (0.7755, 1.9317, 0.0504)  0.35
H (2.7133, -0.5046, -0.4901)  0.50
H (0.0639, -1.5708, 0.6049)  -0.04

Q: Which of them is the least stable? A: version P.

Version P
DFT (ωB97M-V with the def2-TZVPD basis set) results for C8H13N as an isolated structure.

Properties
E_LUMO   1.027 eV
Highest occupied orbital energy   -9.12 eV
Frontier orbital gap   10.152 eV

Last column: natural (NBO) charge in e.
Geometry (Å):
C (-0.0700, 1.9676, 1.1543)  -0.60
C (0.6849, 0.8955, 0.5081)  -0.32
C (0.3947, -0.4350, 0.8169)  -0.22
C (-1.1285, -0.7260, 0.9170)  -0.44
C (-1.4957, -0.9024, -0.6228)  -0.40
C (-0.3130, -0.5552, -1.3290)  -0.29
C (0.8539, 0.6722, -1.0179)  -0.01
C (0.7759, -1.2098, -0.6947)  -0.03
H (0.3175, 2.9941, 1.0979)  0.23
H (-1.0871, 1.9733, 0.7601)  0.21
H (-0.3611, 1.5979, 2.2714)  0.21
H (1.7396, 0.9783, 0.5785)  0.22
H (0.8754, -1.0719, 1.6165)  0.22
H (-1.4737, -1.6433, 1.3527)  0.22
H (-1.5170, 0.1078, 1.5406)  0.21
H (-1.8040, -2.0788, -0.9668)  0.21
H (-2.2174, -0.1329, -0.8167)  0.22
H (-0.2907, -0.8908, -2.2976)  0.22
H (0.8907, 1.4413, -1.9332)  0.22
H (2.8521, -0.2661, -0.9863)  0.35
H (0.5530, -2.3229, -0.4856)  0.19
N (1.8207, -0.3928, -1.4636)  -0.61

Version Q
DFT (ωB97M-V with the def2-TZVPD basis set) results for one molecule with the formula C8H13N.

Properties
E_LUMO   0.403 eV
Highest occupied orbital energy   -8.62 eV
Frontier orbital gap   9.025 eV

Last column: natural (NBO) charge in e.
Geometry (Å):
C (0.9813, -0.7380, 0.5149)  0.34
C (3.7248, 0.6190, -0.9863)  -0.38
C (2.5047, 0.1557, -0.7724)  -0.06
C (-2.2752, -0.8346, 0.9105)  -0.61
C (-1.4507, -0.7504, -1.5689)  -0.61
C (-0.1825, 1.1320, 1.6042)  -0.63
C (-1.3935, -0.1728, -0.1188)  -0.23
C (-0.0156, 0.1227, 0.4553)  -0.09
N (2.2250, -0.7197, 0.2498)  -0.45
H (3.9413, 1.2856, -1.7661)  0.20
H (4.6830, 0.3414, -0.3682)  0.21
H (1.8065, 0.1462, -1.6021)  0.18
H (-3.2589, -0.9886, 0.4779)  0.21
H (-1.8282, -1.6327, 1.4325)  0.22
H (-2.4137, -0.1473, 1.7153)  0.21
H (-1.1614, -1.7672, -1.3689)  0.20
H (-0.7785, -0.2371, -2.2431)  0.22
H (-2.4735, -0.9155, -1.9345)  0.22
H (0.6140, 1.8228, 1.7129)  0.23
H (-0.4747, 0.6460, 2.5660)  0.23
H (-1.0073, 1.8031, 1.3349)  0.21
H (-1.7671, 0.8293, -0.2449)  0.19

Q: Which of them is the least stable? A: version P.